No. 1
{"formula": "C33H44As2GeN3O12RuS2Se", "method": "wB97M-V/def2-TZVPD", "homo_ev": [-10.78, -10.83], "spin_multiplicity": 5, "gap_ev": [7.47, 6.54], "lumo_energy_ev": [-3.303, -4.284], "total_charge": 1, "fmax_ev_per_a": 0.698, "species": ["Ru", "C", "C", "O", "H", "H", "H", "N", "C", "C", "C", "C", "C", "C", "N", "C", "C", "C", "C", "N", "C", "C", "H", "H", "H", "H", "H", "H", "H", "H", "H", "C", "O", "C", "O", "C", "C", "As", "C", "C", "C", "As", "C", "C", "O", "O", "C", "C", "O", "O", "C", "C", "O", "O", "C", "H", "H", "H", "H", "H", "H", "H", "H", "H", "H", "H", "H", "H", "H", "H", "H", "H", "H", "C", "Ge", "C", "C", "C", "Se", "C", "H", "H", "H", "H", "H", "H", "H", "H", "H", "H", "H", "H", "H", "H", "O", "S", "O", "O", "S"], "xyz": [[1.55772, 0.14852, 0.29477], [0.80400, -2.14054, 2.26315], [1.81757, -1.15057, 1.77943], [2.92103, -0.99071, 2.20190], [0.93655, -3.05160, 1.67374], [-0.21073, -1.77726, 2.11688], [0.99567, -2.36772, 3.31133], [-3.99201, 1.75501, 4.63008], [-4.55165, 1.95994, 5.87278], [-5.87252, 2.07681, 6.30223], [-6.05995, 2.27636, 7.65210], [-4.97645, 2.35935, 8.54951], [-3.67600, 2.24393, 8.11780], [-3.46327, 2.03877, 6.75108], [-2.28012, 1.88858, 6.05590], [-2.63429, 1.72566, 4.81081], [-1.67142, 1.52609, 3.72966], [-2.04023, 1.33106, 2.40436], [-1.06186, 1.13333, 1.44987], [0.24279, 1.12399, 1.74385], [0.60521, 1.31786, 3.02850], [-0.30574, 1.52608, 4.03294], [-4.49086, 1.67167, 3.76245], [-6.70896, 2.02113, 5.61868], [-7.06625, 2.37249, 8.03683], [-5.18060, 2.51991, 9.59924], [-2.83789, 2.31123, 8.79766], [-3.07077, 1.32338, 2.07736], [-1.34302, 0.95820, 0.42474], [1.66905, 1.31735, 3.23221], [0.01089, 1.68618, 5.05361], [-0.42426, 1.89990, -2.00384], [-0.10494, 0.54568, -1.58689], [0.14865, -0.27935, -2.64133], [0.07027, 0.08256, -3.77267], [0.45388, -1.72467, -2.22190], [0.56683, -2.63398, -3.37482], [-0.90791, -2.85370, -4.64269], [-0.50521, -1.61017, -6.11345], [-2.33282, -1.84086, -3.72365], [-2.52336, -1.76883, -2.40476], [-1.18271, -2.25965, -1.04339], [-1.28534, -4.19598, -1.27833], [-3.66452, -0.98769, -1.80379], [-3.44879, -0.08272, -1.03702], [-4.91892, -1.28515, -2.11646], [-5.27157, -2.46349, -2.85039], [-3.26434, -1.03297, -4.60121], [-3.39011, 0.14319, -4.40030], [-3.96589, -1.61912, -5.57776], [-3.99142, -3.03877, -5.75664], [1.40406, -3.85063, -3.21473], [1.50306, -4.40118, -2.14369], [1.98754, -4.38640, -4.28692], [2.19017, -3.60051, -5.46679], [-0.62798, 2.44593, -1.08728], [-1.30096, 1.87793, -2.64613], [0.42951, 2.31507, -2.53570], [0.46319, -1.15187, -5.94673], [-1.25062, -0.82019, -6.15498], [-0.51083, -2.17435, -7.04383], [-1.32952, -4.49064, -2.32516], [-2.20541, -4.50422, -0.77914], [-0.43496, -4.67988, -0.80599], [-6.14556, -2.88173, -2.35936], [-4.46579, -3.19615, -2.84627], [-5.52715, -2.18274, -3.87102], [-4.95411, -3.26589, -6.20519], [-3.89615, -3.57082, -4.81010], [-3.19979, -3.34807, -6.43806], [3.00610, -4.07925, -5.99898], [2.47007, -2.57804, -5.21236], [1.30360, -3.61361, -6.10099], [6.74981, 3.13898, 2.84317], [5.99566, 2.23596, 1.28301], [6.64391, 0.40629, 1.21347], [6.31281, 3.23622, -0.35768], [4.02576, 2.26219, 1.63775], [2.90123, 2.46377, 0.04458], [1.80251, 3.93637, 0.67909], [7.83834, 3.14794, 2.78698], [6.46379, 2.61389, 3.75539], [6.40186, 4.17007, 2.90942], [7.73394, 0.41676, 1.22610], [6.30169, -0.09984, 0.31360], [6.29256, -0.14955, 2.08323], [7.37888, 3.41233, -0.49781], [5.80579, 4.20113, -0.31793], [5.93801, 2.68154, -1.21796], [3.78267, 3.09951, 2.29122], [3.76486, 1.33013, 2.13694], [2.47324, 4.72107, 1.01995], [1.14402, 3.62185, 1.48434], [1.22073, 4.29899, -0.16539], [4.05493, -0.16310, -0.73983], [3.38618, -0.48261, -1.99554], [4.09325, -1.25038, -2.96636], [2.55659, 0.58768, -2.50325], [1.90508, -1.82867, -1.09121]]}

No. 2
{"formula": "C2H6CoO2", "method": "wB97M-V/def2-TZVPD", "homo_ev": [-9.10, -9.21], "spin_multiplicity": 4, "gap_ev": [8.14, 7.97], "lumo_energy_ev": [-0.955, -1.245], "total_charge": 0, "fmax_ev_per_a": 5.143, "species": ["O", "O", "H", "Co", "C", "C", "H", "H", "H", "H", "H"], "xyz": [[1.57844, 0.66486, -0.81414], [-0.43457, 0.36730, 0.76381], [0.72962, 1.41446, -0.80278], [1.02756, -0.53319, 0.38388], [-1.81752, 0.23235, 0.67069], [-2.34616, -0.96321, -0.10242], [-2.17926, 1.15806, 0.18203], [-2.21554, 0.19511, 1.70239], [-2.26344, -0.79950, -1.18748], [-1.83257, -1.88806, 0.20349], [-3.41529, -1.12031, 0.11169]]}

No. 3
{"formula": "C54H58F12N5", "method": "wB97M-V/def2-TZVPD", "homo_ev": -8.57, "spin_multiplicity": 1, "gap_ev": 3.86, "lumo_energy_ev": -4.712, "total_charge": 1, "fmax_ev_per_a": 3.621, "species": ["C", "C", "C", "C", "C", "C", "C", "C", "C", "C", "C", "C", "N", "N", "N", "C", "C", "C", "C", "C", "C", "C", "C", "C", "C", "C", "C", "C", "C", "C", "C", "C", "F", "F", "F", "C", "C", "C", "F", "F", "F", "C", "C", "C", "H", "H", "H", "H", "H", "H", "H", "H", "H", "H", "H", "H", "H", "H", "H", "H", "H", "H", "H", "H", "H", "H", "H", "H", "H", "H", "H", "H", "H", "H", "H", "H", "H", "H", "H", "H", "H", "H", "H", "C", "N", "C", "C", "F", "F", "F", "C", "C", "C", "C", "C", "C", "C", "C", "C", "N", "C", "C", "C", "F", "F", "F", "C", "C", "C", "C", "H", "H", "H", "H", "H", "H", "H", "H", "H", "H", "H", "H", "H", "H", "H", "H", "H", "H", "H"], "xyz": [[-3.60550, 5.89991, 0.11137], [-2.45956, 6.20000, 1.08076], [-2.89498, 7.33138, 2.01207], [-1.16178, 6.50535, 0.32506], [-0.68444, 7.81069, 0.22527], [0.27007, 8.14483, -0.73546], [0.73799, 7.18025, -1.62529], [0.29985, 5.86115, -1.52592], [0.71077, 4.86226, -2.61644], [2.15463, 4.41329, -2.44910], [0.43124, 5.40507, -4.01388], [-0.52022, 5.50548, -0.44233], [-0.94410, 4.12832, -0.35193], [-1.73051, 3.68951, -1.37210], [-2.08252, 2.41974, -1.05239], [-2.50442, 1.54030, -2.10290], [-1.76898, 0.36790, -2.37896], [-0.29303, 0.22100, -1.99021], [0.60433, 0.68329, -3.13960], [0.04217, -1.18432, -1.49398], [-2.38635, -0.62946, -3.13156], [-3.63498, -0.39961, -3.70489], [-4.23424, 0.85282, -3.60182], [-3.64670, 1.87129, -2.85026], [-4.28431, 3.25752, -2.83846], [-5.54280, 3.29326, -1.97202], [-4.56303, 3.77134, -4.25541], [-1.57106, 2.07039, 0.19056], [-1.91781, 0.78784, 0.75565], [-3.18916, 0.22622, 0.45206], [-3.47920, -1.08056, 0.78847], [-4.82213, -1.66704, 0.43872], [-4.73392, -3.00204, 0.14240], [-5.72116, -1.54152, 1.46758], [-5.38119, -1.05732, -0.65665], [-2.56883, -1.86761, 1.49033], [-1.37159, -1.29261, 1.89073], [-0.37597, -2.12428, 2.64877], [0.72309, -2.42347, 1.86987], [0.10009, -1.46342, 3.75947], [-0.88655, -3.30877, 3.08724], [-1.04239, 0.01926, 1.56104], [-0.78480, 3.12535, 0.62913], [-0.01191, 3.12969, 1.79793], [-3.32072, 5.16123, -0.64358], [-4.47933, 5.51722, 0.65348], [-3.90322, 6.81519, -0.41921], [-2.27290, 5.29845, 1.68267], [-2.08199, 7.64741, 2.67075], [-3.23877, 8.19582, 1.43116], [-3.73046, 6.99552, 2.63372], [-1.10574, 8.58211, 0.86991], [0.60422, 9.17720, -0.83043], [1.43637, 7.44477, -2.42209], [0.07001, 3.98567, -2.48976], [2.30978, 3.99280, -1.44835], [2.40482, 3.64244, -3.18771], [2.83545, 5.26449, -2.58131], [-0.61768, 5.71166, -4.09388], [1.06853, 6.26908, -4.23406], [0.61800, 4.62842, -4.76368], [-0.10744, 0.89818, -1.14768], [0.39465, 1.73513, -3.38434], [1.66285, 0.59925, -2.86171], [0.41804, 0.07655, -4.03819], [-0.79628, -1.60895, -0.92823], [0.28798, -1.85424, -2.32985], [0.90764, -1.13947, -0.81933], [-1.86939, -1.58044, -3.27663], [-4.12672, -1.19950, -4.26050], [-5.17561, 1.06104, -4.11444], [-3.53313, 3.92169, -2.39739], [-5.31066, 3.00184, -0.93856], [-5.96664, 4.30607, -1.95634], [-6.30254, 2.59993, -2.36377], [-3.65222, 3.73053, -4.86484], [-5.34383, 3.17621, -4.74741], [-4.89550, 4.81508, -4.21440], [-3.93321, 0.82451, -0.06932], [-2.79922, -2.90084, 1.71511], [-0.08734, 0.44306, 1.86023], [-0.34844, 2.38757, 2.50308], [0.70067, 3.92415, 1.98480], [3.36124, 3.27869, 10.28317], [2.11600, 2.82812, 9.68613], [1.06703, 2.49839, 10.64736], [1.41902, 1.27868, 11.46444], [0.36875, 0.81637, 12.21100], [1.82836, 0.25699, 10.63650], [2.46645, 1.53272, 12.32204], [1.90478, 2.89918, 8.34009], [0.60615, 2.76106, 7.76179], [0.44799, 2.64681, 6.39609], [1.58434, 2.61860, 5.53107], [1.52692, 2.10069, 4.20910], [2.68036, 1.38312, 3.69702], [2.84848, 0.02620, 4.08573], [4.02333, -0.64967, 3.85963], [5.03772, -0.05791, 3.05785], [6.05811, -0.81901, 2.58221], [6.17057, -2.21245, 2.94264], [6.97012, -0.35751, 1.53459], [8.25587, 0.22889, 2.07065], [9.36437, -0.39655, 1.56087], [8.36580, 1.56655, 1.76868], [8.34770, 0.12892, 3.43544], [4.91105, 1.31733, 2.70843], [3.73527, 1.99775, 2.96722], [2.84444, 2.97561, 6.09753], [3.01310, 3.06561, 7.45555], [3.90919, 3.89440, 9.56506], [3.14923, 3.88607, 11.17403], [4.00666, 2.43061, 10.56026], [0.96333, 3.33811, 11.35444], [0.12119, 2.27548, 10.15169], [-0.26695, 2.75913, 8.41441], [-0.54449, 2.51677, 5.96491], [0.54741, 1.86298, 3.82108], [2.03018, -0.46886, 4.60354], [4.16329, -1.65884, 4.24672], [6.07031, -2.35432, 4.02897], [5.40076, -2.81877, 2.43645], [7.16094, -2.57624, 2.65207], [7.24704, -1.23314, 0.92977], [6.48382, 0.40689, 0.91272], [5.75003, 1.81865, 2.22295], [3.59689, 3.02046, 2.61138], [3.69473, 3.11332, 5.43687], [4.01219, 3.24005, 7.85306]]}